Entry 1:
Entry from the Open Molecules 2025 dataset: the ion C3H5N2S2 with charge +1 (the ωB97M-V functional and the def2-TZVPD basis).

Kohn-Sham gap = 7.931 eV
multiplicity = 1
charge = +1
LUMO energy = -5.02 eV

The geometry in XYZ format:
```
12
Properties=species:S:1:pos:R:3:forces:R:3:nbo_charge:R:1
C -1.041556 1.005753 -0.308809 -2.18 -0.82 0.17 0.165
C 1.374999 0.289441 0.045993 0.20 0.60 -0.05 0.217
C 2.063710 -1.002149 -0.016103 -0.84 -0.38 0.05 -0.467
N -1.809032 0.208783 0.318814 2.79 0.45 -0.30 -0.540
N 0.357173 1.092674 -0.080202 1.13 0.11 0.29 -0.476
S 3.017077 0.519179 0.333842 -0.19 0.09 0.00 0.436
S -3.423275 0.117593 0.224589 -0.80 -0.19 0.03 0.360
H -1.367403 1.802885 -0.976375 0.02 -0.04 -0.05 0.189
H 2.223784 -1.472023 -0.980469 -0.07 0.15 -0.08 0.271
H 1.936152 -1.703635 0.802491 -0.02 0.14 0.06 0.272
H 0.611047 2.080695 -0.020402 0.20 -0.23 0.06 0.436
H -3.487504 -0.846186 1.163436 -0.26 0.12 -0.16 0.138
```
Positions in Å, forces in eV/Å.

Entry 2:
Entry from the Open Molecules 2025 dataset: an isolated molecule of C3H5N3 (the ωB97M-V functional and the def2-TZVPD basis).

Kohn-Sham gap (spin up / spin down) = 7.139 / 8.296 eV
multiplicity = 1
LUMO energy (spin up / spin down) = -1.60 / -1.16 eV

The geometry in XYZ format:
```
11
Properties=species:S:1:pos:R:3:forces:R:3:nbo_charge:R:1
N -1.615640 1.579539 -0.192207 -0.36 0.03 0.15 -0.600
C -0.573904 0.802856 -0.003682 0.77 -0.04 0.30 0.258
C -0.560336 -0.735662 0.068578 -0.13 0.17 0.00 -0.322
N 0.753048 -1.294966 -0.141124 0.23 0.12 -0.05 -0.345
C 1.732200 -0.528598 -0.154871 -0.02 -0.11 -0.04 0.040
N 0.519272 1.488533 0.235047 -0.43 -0.04 -0.15 -0.238
H -2.462345 1.105484 0.129356 -0.03 -0.07 -0.23 0.330
H -0.931758 -1.086374 1.039405 0.07 0.13 -0.12 0.239
H -1.245035 -1.128155 -0.693771 0.13 0.12 0.12 0.234
H 2.767682 -0.831802 -0.321285 -0.17 -0.08 0.02 0.208
H 1.616819 0.629143 0.034557 -0.06 -0.24 -0.01 0.195
```
Positions in Å, forces in eV/Å.

Entry 3:
Entry from the Open Molecules 2025 dataset: an isolated molecule of C3H5N3 (the ωB97M-V functional and the def2-TZVPD basis).

Kohn-Sham gap = 7.953 eV
multiplicity = 1
LUMO energy = -0.21 eV

The geometry in XYZ format:
```
11
Properties=species:S:1:pos:R:3:forces:R:3:nbo_charge:R:1
N 1.784061 -0.749839 -0.941880 -0.24 0.01 -0.17 -0.817
C 0.566999 -0.317943 -0.392514 -0.09 -0.17 0.38 0.102
N 0.341419 1.021898 -0.389522 -0.26 -0.12 0.11 -0.106
N -0.732412 1.332159 0.230388 0.27 -0.39 0.02 -0.344
C -1.259427 -0.133573 0.939615 -0.06 0.21 -0.23 -0.365
C -0.378966 -1.067473 0.283346 0.19 0.32 0.55 -0.154
H 1.791122 -1.752102 -1.083058 -0.01 0.20 -0.08 0.387
H 2.028494 -0.229663 -1.773797 0.10 -0.21 -0.03 0.373
H -0.765114 2.362246 0.297289 -0.67 -0.81 0.57 0.402
H -2.339615 -0.373439 0.788049 0.74 0.83 -0.10 0.254
H -1.067768 -0.034648 2.042000 0.02 0.14 -1.01 0.267
```
Positions in Å, forces in eV/Å.

Entry 4:
Entry from the Open Molecules 2025 dataset: an isolated molecule of C3H5N3 (the ωB97M-V functional and the def2-TZVPD basis).

Kohn-Sham gap = 10.738 eV
SMILES = Cn1cncn1
multiplicity = 1
LUMO energy = 0.74 eV

The geometry in XYZ format:
```
11
Properties=species:S:1:pos:R:3:forces:R:3:nbo_charge:R:1
C 1.530854 -0.183533 0.062200 5.07 -0.56 0.79 -0.440
C -0.449178 1.041698 0.028372 -1.11 -0.27 -2.07 0.189
C -1.845105 -0.547511 0.065091 -3.33 -2.16 -1.33 0.159
H 1.608981 0.077132 1.304042 1.35 -0.68 -3.71 0.227
H 1.976983 0.505870 -0.776185 -0.34 -0.32 2.38 0.222
H 2.154585 -1.154536 -0.312109 -2.37 1.71 1.54 0.256
H 0.223160 1.880075 -0.215573 -1.39 0.40 0.69 0.212
H -2.895830 -1.086410 0.023787 2.52 1.13 0.26 0.206
N 0.176480 -0.087938 -0.084912 -2.51 -4.46 -0.50 -0.230
N -1.746692 0.746288 -0.026765 -0.99 4.53 1.28 -0.506
N -0.734242 -1.191130 -0.067953 3.10 0.68 0.66 -0.295
```
Positions in Å, forces in eV/Å.

Entry 5:
Entry from the Open Molecules 2025 dataset: a cluster of 2 separate species, C3H5N3 in total (the ωB97M-V functional and the def2-TZVPD basis).

Kohn-Sham gap = 9.365 eV
multiplicity = 1
LUMO energy = 0.41 eV

The geometry in XYZ format:
```
11
Properties=species:S:1:pos:R:3:forces:R:3:nbo_charge:R:1
C 1.336285 -1.359314 -0.723663 0.09 -0.08 -0.03 -0.683
C 0.409823 -0.274853 -0.332572 -0.02 0.77 -0.03 0.145
N 0.330339 0.912006 -0.297190 0.04 -0.75 -0.02 -0.009
N 0.024825 2.116758 -0.348045 0.07 -0.14 0.04 -0.493
N -2.938921 1.163900 1.701232 0.57 -0.88 -0.46 -0.320
C -2.343031 0.309633 1.204125 -0.59 0.81 0.49 0.064
H 1.432404 -2.077406 0.095236 -0.01 0.11 -0.13 0.243
H 0.899790 -1.896383 -1.571469 0.08 0.07 0.12 0.248
H 2.329990 -0.996328 -1.006520 -0.15 0.01 0.05 0.228
H 0.267883 2.557745 0.542555 0.00 -0.06 -0.07 0.343
H -1.749386 -0.455757 0.736311 -0.07 0.16 0.03 0.234
```
Positions in Å, forces in eV/Å.

Entry 6:
Entry from the Open Molecules 2025 dataset: a cluster of 2 separate species, C3H5N3 in total (the ωB97M-V functional and the def2-TZVPD basis).

Kohn-Sham gap = 9.980 eV
multiplicity = 1
LUMO energy = 0.25 eV

The geometry in XYZ format:
```
11
Properties=species:S:1:pos:R:3:forces:R:3:nbo_charge:R:1
C 0.647775 1.294457 -0.607173 0.05 0.10 0.08 -0.417
N 0.199512 -0.037917 -1.074588 -0.14 -0.28 0.15 -0.593
C 0.250919 -1.080469 -0.310252 0.30 -0.68 0.11 0.687
N 0.331808 -2.035565 0.375640 0.02 0.71 -0.55 -0.497
C -1.349348 0.078010 1.648414 -0.40 -1.09 0.68 -0.015
N -1.388365 -1.050783 1.990067 0.53 0.77 -0.62 -0.757
H -0.026454 1.628349 0.186374 0.18 0.02 -0.16 0.262
H 0.626168 1.965837 -1.466837 -0.01 -0.13 0.14 0.216
H 1.672549 1.219114 -0.239847 -0.16 -0.03 -0.03 0.219
H -0.523425 -0.058467 -1.784178 0.07 -0.03 0.09 0.436
H -0.441139 -1.922566 1.282379 -0.45 0.63 0.13 0.459
```
Positions in Å, forces in eV/Å.

Entry 7:
Entry from the Open Molecules 2025 dataset: an isolated molecule of C3H5N3 (the ωB97M-V functional and the def2-TZVPD basis).

Kohn-Sham gap = 8.719 eV
multiplicity = 1
LUMO energy = 0.67 eV

The geometry in XYZ format:
```
11
Properties=species:S:1:pos:R:3:forces:R:3:nbo_charge:R:1
N -1.961273 -0.128430 0.068961 -0.35 -0.33 -0.07 -0.604
C -0.483508 -0.138780 0.075292 0.00 0.01 0.03 0.347
N 0.321378 -1.099738 -0.168524 -0.23 0.26 0.09 -0.410
N 1.652724 -0.631961 -0.118622 0.16 0.29 0.06 -0.389
C 1.999329 0.619695 -0.019565 0.20 -0.53 -0.08 -0.177
C -0.992415 1.049575 0.427521 0.12 0.02 -0.11 -0.278
H -2.394780 -0.264007 -0.842288 0.12 0.08 0.11 0.392
H -2.475701 -0.554922 0.833311 0.12 0.10 -0.12 0.399
H 2.270174 -1.439835 -0.157291 0.00 0.19 0.01 0.376
H 3.103905 0.613006 0.027118 -0.11 -0.01 -0.03 0.115
H -1.039838 1.975401 -0.125911 -0.05 -0.09 0.10 0.227
```
Positions in Å, forces in eV/Å.

Entry 8:
Entry from the Open Molecules 2025 dataset: an isolated molecule of C3H5N3 (the ωB97M-V functional and the def2-TZVPD basis).

Kohn-Sham gap = 10.603 eV
SMILES = Cn1ccnn1
multiplicity = 1
LUMO energy = 0.85 eV

The geometry in XYZ format:
```
11
Properties=species:S:1:pos:R:3:forces:R:3:nbo_charge:R:1
C -1.663718 -0.084991 0.126361 -0.12 0.02 0.03 -0.406
N -0.237344 -0.120787 -0.129800 0.10 -0.05 0.06 -0.167
C 0.767347 0.609798 0.407228 -0.06 -0.08 -0.09 -0.093
C 1.898580 0.068659 -0.146763 0.08 0.04 0.02 -0.129
N 1.535476 -0.946253 -0.972363 -0.08 0.08 0.08 -0.239
N 0.244670 -1.057599 -0.952938 0.06 0.12 0.06 -0.068
H -1.960755 -0.978890 0.679779 0.02 0.13 -0.06 0.218
H -1.912336 0.802650 0.710594 0.10 -0.11 -0.10 0.213
H -2.196547 -0.059235 -0.825537 0.06 0.01 0.13 0.226
H 0.606411 1.423293 1.099588 -0.02 -0.16 -0.12 0.227
H 2.933759 0.339734 -0.007902 -0.13 -0.01 -0.01 0.218
```
Positions in Å, forces in eV/Å.

The evaluated maximum force for the records listed, in turn: 2.8, 0.8, 1.2, 5.2, 1.1, 1.3, 0.6, 0.2 eV/A.
The evaluated relative energy (zero: lowest compared OMol25 entry of this formula, charge and spin) for the records listed, in turn: 222.9, 502.3, 420.3, 270.3, 362.0, 314.8, 631.4, 116.5 kJ/mol.